a.
ORCA calculation (ωB97M-V with the def2-TZVPD basis set) on a 2-piece molecular cluster, H5N2OP overall.

Summary:
Lowest unoccupied orbital energy (spin up / spin down) = -0.7 / -0.7 eV
HOMO-LUMO gap (spin up / spin down) = 10.16 / 7.60 eV
E_HOMO (spin up / spin down) = -10.85 / -8.26 eV

Last column: Mulliken charge in e.
Element x y z (Å)
1 P -0.5096 -0.0790 1.1657  0.4198
2 O -0.9864 0.9891 2.0575  -0.4868
3 N 1.1324 -0.3226 1.2133  -0.4647
4 N -0.8116 0.2738 -1.8671  -0.5187
5 H -1.7655 0.1741 -2.1656  0.2160
6 H -0.9584 1.2118 -1.4998  0.2325
7 H 1.6542 -0.7509 0.4751  0.2580
8 H -0.9303 -1.3526 1.4463  0.0761
9 H 1.7420 0.3925 1.6348  0.2678

---

b.
ORCA calculation (ωB97M-V with the def2-TZVPD basis set) on a single H5N2OP molecule.

Summary:
Lowest unoccupied orbital energy = 0.9 eV
HOMO-LUMO gap = 10.34 eV
SMILES string = NOPN
E_HOMO = -9.41 eV

Last column: Mulliken charge in e.
Element x y z (Å)
1 P 0.6698 0.0619 0.4075  0.2347
2 O -0.7642 -0.5448 -0.2807  -0.3284
3 N -0.6253 -1.5503 -1.4084  -0.3867
4 N 0.5937 1.7151 -0.1598  -0.6384
5 H -0.1555 0.5393 1.4904  0.0524
6 H -0.8780 -0.9945 -2.2141  0.2511
7 H -0.4374 1.8940 -0.3947  0.3001
8 H 1.1992 1.8260 -1.0705  0.2612
9 H -1.2653 -2.3030 -1.0653  0.2538

---

Structures ranked by computed energy, the most stable listed first: b, a.

---

a.
ORCA calculation (ωB97M-V with the def2-TZVPD basis set) on an isolated ion of composition C6H10N3S and charge +1.

Summary:
Lowest unoccupied orbital energy = -3.1 eV
HOMO-LUMO gap = 9.00 eV
Charge = +1
SMILES string = CN(C(N)=[NH2+])c1cccs1
E_HOMO = -12.15 eV

Last column: Mulliken charge in e.
Element x y z (Å)
1 S 1.8291 -0.4774 1.2630  -0.1233
2 N -0.4176 -0.4790 -0.3803  0.1684
3 N 1.4326 0.4329 -1.8390  -0.2646
4 N -0.4050 -0.5024 -2.9091  -0.2856
5 C -1.8113 -0.8244 -0.5101  -1.4106
6 C 1.7371 0.2106 2.8071  -0.5200
7 C 0.1734 0.0673 0.8495  0.1287
8 C 0.5834 0.9422 2.9743  -0.3553
9 C 0.2736 -0.1564 -1.8398  0.5865
10 C -0.3252 0.8574 1.8762  -0.5926
11 H -1.9549 -1.7957 -0.9507  0.4968
12 H -1.0594 -1.2456 -2.7447  0.2372
13 H 2.4213 0.2435 3.6309  0.4349
14 H -2.4977 -0.1202 -0.8607  0.5196
15 H 0.1765 1.5368 3.7849  0.3983
16 H -2.3906 -1.1482 0.3583  0.3980
17 H -1.2763 1.2208 1.7313  0.5007
18 H 0.1969 -0.3546 -3.6800  0.2554
19 H 1.5999 0.9430 -2.6780  0.2633
20 H 1.7143 0.6494 -0.8830  0.1641

---

b.
ORCA calculation (ωB97M-V with the def2-TZVPD basis set) on an isolated ion of composition C6H10N3S and charge +1.

Summary:
Lowest unoccupied orbital energy = -4.8 eV
HOMO-LUMO gap = 8.17 eV
Charge = +1
SMILES string = NC(N)(S)c1cccc[nH+]1
E_HOMO = -12.99 eV

Last column: Mulliken charge in e.
Element x y z (Å)
1 S -1.9290 1.0302 -1.1426  -0.1839
2 N -1.8004 0.1335 1.4803  -0.6922
3 N 0.7638 -0.5520 -1.0154  0.0372
4 N -1.7188 -1.5709 -0.1180  -0.7499
5 C 2.0807 -0.2461 -1.2563  -0.1644
6 C 2.1888 1.0256 0.7302  -0.5314
7 C 0.8570 0.7207 0.9784  -0.3934
8 C -1.2930 -0.2466 0.2312  0.8850
9 C 0.1627 -0.1385 0.1337  -0.0561
10 C 2.7316 0.6669 -0.4387  -0.4975
11 H -2.5094 0.2211 -2.0161  0.1828
12 H -2.8009 -0.0823 1.4929  0.2567
13 H -2.6803 -1.4706 -0.3784  0.2662
14 H 2.5182 1.7808 1.4636  0.3877
15 H 2.5766 -0.6205 -2.1415  0.3895
16 H 3.6990 0.9174 -0.6995  0.4421
17 H 0.3201 0.7958 1.8714  0.6167
18 H 0.3527 -1.3245 -1.4011  0.3000
19 H -1.6852 1.1508 1.6124  0.2720
20 H -1.8342 -2.1909 0.6134  0.2330

---

Structures ranked by computed energy, the most stable listed first: b, a.

---

a.
ORCA calculation (ωB97M-V with the def2-TZVPD basis set) on a single C20H23N3O3S molecule.

Summary:
Lowest unoccupied orbital energy = 0.6 eV
HOMO-LUMO gap = 8.17 eV
SMILES string = COc1cc(C)c2[nH]ccc2c1CN1CCCC[C@H]1c1nc(C(=O)O)cs1
E_HOMO = -7.54 eV

Last column: Mulliken charge in e.
Element x y z (Å)
1 S -0.6122 -2.3448 -3.5989  -0.2218
2 O -4.7811 0.2081 -3.3063  -0.5453
3 O -5.1577 -1.9506 -3.9253  -0.4512
4 O -1.4271 -1.1646 2.1545  -0.4666
5 N 0.6716 -0.1505 -0.9714  0.4772
6 N 1.6627 3.4544 2.5095  -0.0284
7 N -1.8721 -0.1997 -2.9501  -0.5194
8 C -1.5484 -2.0452 3.2767  -0.8896
9 C 1.3871 -1.3585 -0.4588  -0.5209
10 C -2.3302 -2.3340 -3.7767  -0.1690
11 C 0.5609 0.0028 -2.4275  0.1189
12 C 1.8903 -0.3019 -3.2067  -1.0519
13 C -0.6790 -0.0177 2.3500  0.5153
14 C -0.1721 0.6641 1.2203  0.3096
15 C -0.5406 0.2930 -0.1865  -1.0510
16 C 1.8476 3.6826 1.1441  -0.7396
17 C 0.5899 1.8364 1.4209  1.6642
18 C 0.9200 2.2960 2.6887  -0.8596
19 C 0.6714 2.2142 5.2065  -1.5586
20 C -2.8359 -1.1206 -3.3989  -0.0400
21 C -0.6672 -0.7167 -2.9537  0.2477
22 C -4.3283 -0.9200 -3.5261  0.3729
23 C 0.4387 1.6425 3.8208  0.3019
24 C 2.6607 -1.5223 -2.6553  -0.5504
25 C 2.7620 -1.4769 -1.1206  -0.8422
26 C 1.1986 2.6965 0.4596  -0.5839
27 C -0.3799 0.4966 3.6472  -0.8577
28 H 2.1627 -2.4574 -2.9590  0.2441
29 H 1.6494 -0.4382 -4.2818  0.3293
30 H 1.9366 4.0932 3.2366  0.1907
31 H -0.7786 0.0659 4.5332  0.2774
32 H -2.9831 -3.1314 -4.1526  0.4539
33 H -1.2845 -0.5322 -0.1865  0.4521
34 H 0.2388 1.5752 5.9897  0.3392
35 H 0.1260 3.2007 5.2335  0.3145
36 H 0.3640 1.0542 -2.6419  0.3397
37 H -6.0257 -1.5478 -3.9076  0.3338
38 H 3.2657 -2.4381 -0.7827  0.3470
39 H 3.3709 -0.6111 -0.7876  0.2853
40 H 2.5544 0.5841 -3.1498  0.4002
41 H 3.6519 -1.5387 -3.1061  0.3936
42 H -0.5350 -2.3722 3.5826  0.3617
43 H -2.0917 -1.5583 4.1063  0.2875
44 H -1.0120 1.1602 -0.6635  0.5316
45 H 1.5158 -1.2245 0.6232  0.3597
46 H 0.8091 -2.2789 -0.6367  0.3219
47 H -2.1409 -2.8977 3.0311  0.2666
48 H 1.1427 2.5649 -0.6199  0.3712
49 H 1.7441 2.3695 5.4303  0.3301
50 H 2.3892 4.4956 0.6728  0.4086

---

b.
ORCA calculation (ωB97M-V with the def2-TZVPD basis set) on a single C20H23N3O3S molecule.

Summary:
Lowest unoccupied orbital energy = 0.5 eV
HOMO-LUMO gap = 8.66 eV
SMILES string = COCCn1c(SCC(=O)c2[nH]c(C)c(C(C)=O)c2C)nc2ccccc21
E_HOMO = -8.19 eV

Last column: Mulliken charge in e.
Element x y z (Å)
1 S 0.7953 2.7274 -0.3557  -0.2001
2 O -2.5500 3.2360 -1.4800  -0.6798
3 O 1.0734 0.3525 2.3564  -0.2669
4 O -3.2660 -3.0802 0.5764  -0.6572
5 N -1.0550 -0.0188 -1.1135  0.0556
6 N 1.6469 0.4926 -1.6133  -0.6227
7 N 2.8161 1.0113 0.2253  0.3069
8 C -0.7593 -2.3951 -0.5632  -1.1515
9 C 4.4500 -0.9191 0.1158  -0.9719
10 C 1.7838 1.3199 -0.6065  0.5070
11 C 4.0199 -2.3310 -1.8081  -0.5959
12 C 3.0455 1.5641 1.5295  -1.2133
13 C -0.2762 2.6733 -1.8325  -0.9301
14 C 4.7536 -2.0192 -0.6638  -0.6554
15 C -1.9895 0.9925 -1.0380  -0.3164
16 C -5.1872 -1.6885 0.5514  -1.3481
17 C -1.7189 2.3447 -1.4448  0.3462
18 C 3.3813 -0.1382 -0.2886  1.0418
19 C -3.7231 -1.9806 0.3252  0.7851
20 C 2.6401 -0.4443 -1.4506  -0.0692
21 C 2.4249 0.6400 2.6005  -0.3904
22 C -1.5586 -1.1527 -0.6258  -0.0732
23 C -4.3930 1.2290 -0.2220  -1.8765
24 C 0.1587 1.3127 2.8326  -0.6557
25 C 2.9573 -1.5538 -2.2221  -0.5388
26 C -3.1553 0.4507 -0.4879  1.5445
27 C -2.8853 -0.9160 -0.2229  0.4720
28 H -5.6432 -1.2988 -0.3542  0.3535
29 H 2.5652 1.0896 3.5926  0.4373
30 H -5.2082 0.8882 -0.8586  0.3174
31 H -4.7051 1.1236 0.8153  0.3671
32 H 2.9356 -0.3273 2.5700  0.3671
33 H 4.2941 -3.2024 -2.3833  0.3888
34 H -0.8306 0.9247 2.5992  0.1711
35 H -1.3205 -3.2273 -0.9833  0.4131
36 H -4.2122 2.2785 -0.4341  0.3519
37 H 0.2856 2.2842 2.3445  0.2715
38 H -0.2567 3.6778 -2.2561  0.5276
39 H -0.5558 -2.6476 0.4769  0.2608
40 H 0.1834 -2.2713 -1.0925  0.2053
41 H 5.0250 -0.6817 0.9980  0.3965
42 H 0.1681 1.9563 -2.5198  0.5270
43 H -0.1021 0.0763 -1.4742  0.0107
44 H 5.5791 -2.6543 -0.3803  0.3922
45 H 2.5910 2.5570 1.5637  0.4577
46 H -5.3037 -0.9538 1.3440  0.2981
47 H 4.1204 1.6551 1.7065  0.4217
48 H 0.2555 1.4404 3.9171  0.3581
49 H -5.6873 -2.6083 0.8456  0.3779
50 H 2.3930 -1.7882 -3.1107  0.4820

---

Structures ranked by computed energy, the most stable listed first: b, a.

---

a.
ORCA calculation (ωB97M-V with the def2-TZVPD basis set) on a single C4H7N3S molecule.

Summary:
Lowest unoccupied orbital energy = 0.6 eV
HOMO-LUMO gap = 8.26 eV
SMILES string = Cn1[nH]cc(N)c1=S
E_HOMO = -7.65 eV

Last column: Mulliken charge in e.
Element x y z (Å)
1 S -0.2870 -2.4293 -0.3503  -0.4528
2 N -1.2181 -0.7464 2.2738  -0.5643
3 N 0.1404 1.4135 -0.2518  -0.4526
4 N 0.2003 0.1645 -0.8731  0.2961
5 C -0.3009 1.2046 1.0187  -0.5678
6 C -0.2482 -0.7823 -0.0459  0.0323
7 C -0.6294 -0.1081 1.1732  0.4620
8 C 0.8351 -0.0196 -2.1361  -0.7748
9 H -1.4605 -1.7203 2.0459  0.2454
10 H -0.4017 2.0010 1.7380  0.4435
11 H 1.7440 0.6560 -2.1691  0.2613
12 H 1.1000 -1.0506 -2.2248  0.3004
13 H 0.1718 0.1867 -3.0115  0.2523
14 H -0.6931 -0.6788 3.1572  0.2341
15 H 1.0473 1.9091 -0.3442  0.2848

---

b.
ORCA calculation (ωB97M-V with the def2-TZVPD basis set) on a single C4H7N3S molecule.

Summary:
Lowest unoccupied orbital energy = 0.7 eV
HOMO-LUMO gap = 9.28 eV
SMILES string = [H]/N=C/N(C=C)NC=S
E_HOMO = -8.60 eV

Last column: Mulliken charge in e.
Element x y z (Å)
1 S -2.9285 -0.3387 -0.1019  -0.3328
2 N 0.6087 2.2701 -0.0745  -0.5761
3 N -0.3801 -0.1379 0.5842  -0.2583
4 N 0.9483 0.0109 0.2396  0.1014
5 C 1.4056 1.2888 -0.0337  -0.0209
6 C 2.9112 -1.3004 -0.3596  -0.8710
7 C 1.7414 -1.1338 0.2677  0.1273
8 C -1.3259 -0.3602 -0.3625  -0.0881
9 H 3.3427 -0.5917 -1.0563  0.2545
10 H 1.3215 -1.9114 0.8893  0.3670
11 H 1.1103 3.1616 -0.2670  0.2506
12 H 2.4972 1.3059 -0.1540  0.2885
13 H -0.8491 -0.6160 -1.3475  0.2613
14 H 3.4678 -2.2276 -0.2136  0.2397
15 H -0.6671 0.3310 1.4622  0.2569

---

Structures ranked by computed energy, the most stable listed first: a, b.